119
Properties=species:S:1:pos:R:3 method="wB97M-V/def2-TZVPD" homo_energy_ev=-10.14 homo_lumo_gap_ev=7.504 total_charge=+1 lumo_ev=-2.639 e_above_lowest_kcal_mol=6.0
O -4.92346 1.31223 3.14023
O -1.97903 1.63707 -1.63693
O -4.21447 -9.23097 1.66041
O 5.13763 9.11920 -2.45213
O -0.17750 1.57166 -2.97996
O 2.93178 5.29826 0.62984
O -0.61158 -4.24359 5.40772
N 1.96173 -3.67666 6.10296
N 2.10361 5.37556 -2.12618
N 4.63220 11.97419 -2.47496
N 0.20239 -5.91712 0.23323
N -5.52434 -1.27801 1.98374
N -0.95499 -6.48741 2.04605
N 2.14614 -4.95232 1.41520
N 0.91461 -5.56048 1.37185
N -1.84881 -7.03794 -0.08784
C 0.57539 -5.70188 3.83837
C -3.55682 1.66577 3.18923
C 5.90679 11.43018 -2.94994
C 1.66356 5.81925 0.28312
C -0.33449 -5.11263 -2.09477
C -5.23982 -9.54099 3.83512
C -4.31041 -10.10047 2.78248
C 0.19021 1.69975 -0.63882
C -0.18628 -0.52506 -4.25359
C 0.15319 -1.28672 -2.97976
C 2.23441 7.68517 -1.37546
C 0.26274 -4.23998 4.29987
C -1.07776 -1.62250 -2.10958
C 0.69904 -5.69785 -1.11830
C -3.09255 -7.66032 0.37342
C -0.84335 0.82860 -4.00839
C -2.90781 -8.78878 1.36988
C 1.56089 6.33623 -1.15769
C 3.90540 6.26193 0.99490
C 6.20605 10.04327 -2.36690
C -1.72317 -2.98197 -2.44006
C -5.22040 -0.12165 1.13400
C 4.99297 8.47049 -3.70275
C -3.80250 -0.26502 0.59402
C 0.18235 -5.92042 2.42948
C -5.48085 1.21190 1.84435
C -0.78556 1.62323 -1.77610
C 1.55377 -3.49783 4.72246
C -0.91876 -6.50716 0.70152
C 5.92735 11.48014 -4.47436
C -1.33695 -4.12118 -1.47722
H 0.49485 6.45933 -1.37258
H -3.79606 -6.91347 0.74450
H 4.61557 5.77089 1.65928
H -0.18735 -3.67298 3.47427
H -1.82142 -0.83397 -2.21635
H -2.25889 -4.66613 -1.26842
H -5.90201 -0.15435 0.27893
H -3.09301 -0.50348 1.38883
H 3.31792 7.59800 -1.43672
H -0.84553 -1.09602 -4.91406
H 1.32858 -3.15651 6.69755
H -0.80482 1.43516 -4.91221
H 0.65549 2.68648 -0.66325
H -2.40406 -8.46977 2.28284
H -2.90675 0.78753 3.13375
H 0.69699 -2.20746 -3.20982
H 0.96778 4.98185 0.39588
H 6.39889 10.16066 -1.29733
H -5.15228 2.05656 1.22473
H -3.46555 0.64293 0.09336
H 1.63058 -5.93548 3.97912
H 1.99340 8.38593 -0.57394
H 7.11345 9.61522 -2.81362
H -1.89957 0.70626 -3.77084
H 4.65492 12.05978 -1.46321
H 3.45124 7.10315 1.52606
H 0.93388 0.91180 -0.71864
H -3.55289 -8.09282 -0.51467
H -0.02953 -6.39070 4.42555
H -1.47150 -3.26254 -3.46737
H 4.35997 9.05183 -4.37713
H -4.82147 -8.66651 4.33592
H -2.33339 -9.60486 0.91182
H -3.38073 2.15713 4.14556
H -0.37702 1.62788 0.28557
H 2.76886 -5.28921 0.69427
H 5.01866 11.05923 -4.90439
H 3.90973 11.28255 -2.65587
H -5.02234 -1.15689 2.85934
H -3.29503 2.35957 2.38407
H 4.45209 6.63770 0.12731
H 6.70010 12.09221 -2.58982
H -0.97002 -3.71645 -0.53303
H 4.50038 7.51407 -3.52674
H -4.69506 -11.06276 2.43357
H -5.39835 -10.29833 4.60623
H 1.58123 4.50604 -2.06725
H 2.35539 -3.84437 4.06419
H 0.84000 -0.67380 -2.39276
H 1.35838 6.58796 1.00503
H -0.76154 -1.62851 -1.06332
H -2.80646 -2.85704 -2.43644
H -6.21369 -9.28627 3.42096
H 1.89792 8.12395 -2.31469
H 0.24775 -4.57262 -2.84334
H 5.99328 12.51362 -4.81170
H -1.70155 -6.97459 -1.07957
H -3.76233 -1.08109 -0.12954
H -6.55925 1.31588 1.98541
H -3.33070 -10.30567 3.22409
H 1.85778 -4.64799 6.37412
H -6.50400 -1.25411 2.25072
H 1.14277 -6.61970 -1.50003
H 3.04077 5.13174 -1.81627
H -0.83239 -5.90964 -2.65073
H 6.78352 10.93662 -4.87852
H 2.05448 -3.94303 1.39235
H 5.95994 8.28587 -4.17955
H 1.42069 -2.43480 4.52136
H -1.37333 -4.79608 5.20159
H 1.51022 -4.97438 -1.03910
H 0.72985 -0.35818 -4.82708